(1)
This record from the OMol25 dataset describes a structure of composition C39H38N2O3V. The level of theory is ωB97M-V/def2-TZVPD.

Cartesian coordinates (Å):
V (-0.552, 0.161, -0.158)
O (-0.729, -0.012, -1.741)
C (0.283, 0.778, -2.922)
C (0.178, 2.226, -2.485)
C (0.380, 2.695, -1.067)
C (1.002, 3.893, -0.785)
C (0.868, 4.456, 0.479)
C (0.022, 3.866, 1.410)
C (-0.589, 2.668, 1.108)
C (-1.779, 2.168, 1.901)
C (-2.103, 0.681, 2.074)
O (-1.997, 0.111, 0.640)
C (-1.210, -0.116, 2.992)
C (-0.111, 0.462, 3.631)
C (0.570, -0.233, 4.623)
C (0.166, -1.514, 4.975)
C (-0.901, -2.110, 4.316)
C (-1.591, -1.413, 3.335)
C (-3.575, 0.525, 2.436)
C (-4.535, 0.019, 1.571)
C (-5.856, -0.074, 1.992)
C (-6.220, 0.341, 3.262)
C (-5.257, 0.847, 4.127)
C (-3.936, 0.933, 3.720)
N (-0.295, 2.056, -0.075)
C (-0.498, 0.574, -4.186)
C (-1.889, 0.517, -4.220)
C (-2.543, 0.446, -5.438)
C (-1.821, 0.470, -6.625)
C (-0.437, 0.552, -6.593)
C (0.231, 0.588, -5.379)
C (1.595, 0.103, -2.839)
C (2.725, 0.762, -2.349)
C (3.978, 0.180, -2.470)
C (4.110, -1.068, -3.066)
C (2.983, -1.753, -3.513)
C (1.733, -1.174, -3.400)
H (0.846, 2.779, -3.149)
H (-0.830, 2.564, -2.751)
H (1.544, 4.409, -1.567)
H (1.362, 5.391, 0.712)
H (-0.203, 4.359, 2.346)
H (-1.768, 2.613, 2.895)
H (-2.635, 2.617, 1.387)
H (0.194, 1.480, 3.422)
H (1.382, 0.248, 5.153)
H (0.666, -2.037, 5.781)
H (-1.229, -3.101, 4.601)
H (-2.468, -1.860, 2.881)
H (-4.280, -0.309, 0.573)
H (-6.600, -0.475, 1.318)
H (-7.250, 0.269, 3.584)
H (-5.531, 1.165, 5.123)
H (-3.193, 1.299, 4.420)
H (-2.473, 0.504, -3.309)
H (-3.621, 0.373, -5.461)
H (-2.337, 0.423, -7.574)
H (0.129, 0.576, -7.514)
H (1.312, 0.641, -5.372)
H (2.664, 1.762, -1.937)
H (4.856, 0.721, -2.141)
H (5.092, -1.504, -3.193)
H (3.086, -2.724, -3.978)
H (0.865, -1.689, -3.792)
O (0.794, -0.749, 0.594)
C (1.623, -1.209, 1.488)
C (2.955, -0.595, 1.658)
C (3.896, -1.651, 0.967)
C (3.252, -2.602, -0.079)
C (2.475, -3.832, 0.435)
C (1.116, -3.522, 1.066)
N (1.396, -2.389, 1.992)
H (3.213, -0.478, 2.711)
H (2.987, 0.379, 1.174)
H (4.363, -2.252, 1.749)
H (4.696, -1.091, 0.487)
H (4.080, -2.994, -0.669)
H (2.641, -2.035, -0.790)
H (3.091, -4.368, 1.164)
H (2.315, -4.529, -0.390)
H (0.708, -4.349, 1.639)
H (0.373, -3.193, 0.343)
H (2.051, -2.648, 2.724)

Values from the calculation:
Frontier orbital gap   0.179 Ha
Total charge   +3
E_LUMO   -11.3 eV
Total energy   -75844.7168 eV



(2)
This record from the OMol25 dataset describes the ion C5H11N5OS with charge +2. The level of theory is ωB97M-V/def2-TZVPD.

Cartesian coordinates (Å):
C (-2.983, -0.867, -0.573)
C (-3.853, 0.105, -0.070)
C (-1.742, -0.213, -0.312)
C (1.662, 1.319, -0.222)
C (1.174, 0.036, 0.560)
N (-1.835, 0.956, 0.268)
N (-0.169, -2.439, 0.099)
N (1.472, 2.532, 0.251)
N (2.509, 1.062, -1.265)
N (2.093, -0.833, 0.968)
O (-3.179, 1.112, 0.460)
S (-0.112, -1.006, -0.778)
H (-2.948, -1.771, -1.097)
H (-4.967, 0.169, -0.022)
H (0.293, 0.049, 1.206)
H (-0.231, -2.281, 1.090)
H (0.922, 2.639, 1.123)
H (2.099, 3.315, -0.006)
H (2.805, 0.269, -1.850)
H (2.897, 1.897, -1.655)
H (1.881, -1.335, 1.838)
H (2.536, -1.338, 0.236)
H (-0.325, -3.378, -0.249)

Values from the calculation:
Frontier orbital gap   0.320 Ha
Total charge   +2
E_LUMO   -8.2 eV
Total energy   -25676.7101 eV



(3)
This record from the OMol25 dataset describes a cluster of 2 separate species, C3H7NO in total. The level of theory is ωB97M-V/def2-TZVPD.

Cartesian coordinates (Å):
O (-3.373, 2.489, 0.261)
C (-2.751, 3.257, -0.528)
H (-3.159, 4.199, -0.737)
H (-1.728, 2.999, -0.836)
C (1.020, -2.485, 0.763)
C (1.846, -0.501, -0.283)
N (1.837, -1.277, 0.742)
H (0.002, -2.066, 0.611)
H (1.249, -3.162, 1.691)
H (1.297, -3.063, -0.125)
H (1.321, -0.852, -1.198)
H (2.441, 0.463, -0.361)

Values from the calculation:
SMILES   C=NC.C=O
Frontier orbital gap   0.362 Ha
E_LUMO   0.4 eV
Total energy   -6759.3928 eV



(4)
This record from the OMol25 dataset describes an isolated molecule of C9H9BrSe. The level of theory is ωB97M-V/def2-TZVPD.

Cartesian coordinates (Å):
C (-1.962, 1.876, 0.198)
C (-0.922, 2.744, 0.480)
C (-1.788, 0.526, 0.341)
C (0.326, 2.208, 0.727)
C (-0.437, -0.130, 0.597)
C (0.627, 0.817, 0.678)
C (-0.504, -1.414, 0.972)
C (2.219, -1.294, -0.462)
C (1.639, -1.438, -1.661)
Se (2.357, 0.329, 0.474)
Br (3.505, -0.882, 2.474)
H (-2.983, 2.029, -0.058)
H (-0.873, 3.722, 0.381)
H (-2.629, -0.105, 0.079)
H (1.185, 2.812, 0.871)
H (0.483, -1.760, 1.423)
H (-1.371, -2.083, 0.900)
H (2.879, -2.081, -0.150)
H (0.714, -0.909, -1.842)
H (1.879, -2.348, -2.296)

Values from the calculation:
Spin multiplicity   3
Frontier orbital gap (alpha / beta)   0.260 / 0.267 Ha
⟨S²⟩   2.041
E_LUMO (alpha / beta)   0.3 / -1.9 eV
Total energy   -144862.7841 eV



(5)
This record from the OMol25 dataset describes a cluster of 9 separate species, C26H54O25S in total. The level of theory is ωB97M-V/def2-TZVPD.

Cartesian coordinates (Å):
C (-4.101, 0.681, -2.060)
S (-4.118, -0.888, -3.003)
O (-5.209, -1.686, -2.334)
C (-4.864, -0.098, -4.502)
H (-3.403, 1.365, -2.543)
H (-3.845, 0.644, -1.001)
H (-5.077, 1.147, -2.202)
H (-4.148, 0.640, -4.861)
H (-5.721, 0.544, -4.301)
H (-5.004, -0.697, -5.402)
C (1.313, -1.832, -0.365)
O (0.667, -1.064, 0.589)
C (-0.497, -0.355, 0.192)
O (-1.150, -0.364, -0.882)
O (-0.801, 0.402, 1.302)
C (-2.020, 1.156, 1.198)
H (1.649, -1.211, -1.195)
H (0.542, -2.534, -0.685)
H (2.195, -2.318, 0.052)
H (-2.845, 0.449, 1.285)
H (-2.048, 1.812, 0.328)
H (-2.058, 1.813, 2.066)
C (-0.620, 1.954, -2.730)
O (0.251, 2.415, -3.686)
C (1.517, 1.946, -3.813)
O (2.248, 2.381, -4.700)
O (1.861, 1.085, -2.921)
C (3.088, 0.431, -2.979)
H (-0.086, 1.905, -1.781)
H (-0.807, 0.946, -3.102)
H (-1.496, 2.601, -2.761)
H (3.361, -0.276, -2.196)
H (3.964, 1.078, -2.940)
H (3.019, -0.095, -3.931)
C (6.178, 4.353, 0.443)
O (4.967, 4.676, -0.117)
C (3.881, 3.883, -0.113)
O (2.886, 4.220, -0.795)
O (4.026, 2.793, 0.735)
C (2.982, 1.857, 0.906)
H (6.368, 3.345, 0.811)
H (6.398, 4.997, 1.295)
H (6.943, 4.481, -0.322)
H (3.090, 1.437, 1.906)
H (2.980, 1.070, 0.152)
H (1.976, 2.216, 0.685)
C (-3.386, -3.481, -0.638)
O (-2.047, -3.585, -0.141)
C (-1.919, -3.811, 1.232)
O (-2.819, -3.740, 2.051)
O (-0.617, -4.157, 1.488)
C (-0.294, -4.372, 2.803)
H (-3.719, -2.445, -0.582)
H (-4.041, -4.208, -0.159)
H (-3.452, -3.798, -1.679)
H (0.669, -4.847, 2.990)
H (-0.990, -5.092, 3.234)
H (-0.398, -3.413, 3.310)
C (-5.916, -0.920, 2.254)
O (-5.895, -0.410, 3.571)
C (-5.068, 0.627, 3.874)
O (-4.429, 1.332, 3.087)
O (-5.160, 0.829, 5.159)
C (-4.220, 1.685, 5.814)
H (-4.852, -1.118, 2.118)
H (-6.225, -0.116, 1.586)
H (-6.564, -1.792, 2.163)
H (-3.349, 1.168, 6.215)
H (-4.677, 2.283, 6.603)
H (-3.769, 2.399, 5.124)
C (2.933, -5.308, -4.613)
O (1.721, -4.726, -4.762)
C (1.258, -3.743, -3.891)
O (1.836, -3.221, -2.932)
O (-0.064, -3.590, -4.156)
C (-0.816, -2.503, -3.550)
H (3.479, -4.973, -5.495)
H (2.833, -6.392, -4.559)
H (3.356, -4.987, -3.661)
H (-1.060, -2.720, -2.510)
H (-1.705, -2.177, -4.090)
H (-0.246, -1.576, -3.502)
C (5.791, -0.713, -0.289)
O (4.858, -1.764, -0.318)
C (5.278, -3.037, 0.060)
O (6.414, -3.357, 0.382)
O (4.231, -3.919, 0.020)
C (4.470, -5.232, -0.292)
H (6.729, -0.998, -0.766)
H (6.020, -0.547, 0.764)
H (5.479, 0.213, -0.772)
H (4.637, -5.247, -1.369)
H (3.595, -5.828, -0.032)
H (5.311, -5.608, 0.291)
C (-1.397, 3.837, 4.019)
O (-0.933, 5.196, 4.278)
C (-1.835, 6.251, 4.340)
O (-3.040, 6.151, 4.450)
O (-1.219, 7.422, 4.347)
C (0.130, 7.567, 3.981)
H (-0.609, 3.110, 3.824)
H (-2.086, 3.801, 3.175)
H (-2.095, 3.534, 4.798)
H (0.758, 7.219, 4.801)
H (0.359, 8.601, 3.722)
H (0.337, 6.943, 3.111)

Values from the calculation:
Spin multiplicity   2
Frontier orbital gap (alpha / beta)   0.316 / 0.136 Ha
Total charge   +1
⟨S²⟩   0.757
E_LUMO (alpha / beta)   -3.7 / -8.6 eV
Total energy   -89846.1537 eV



(6)
This record from the OMol25 dataset describes a cluster of 2 separate species, C9H14O in total. The level of theory is ωB97M-V/def2-TZVPD.

Cartesian coordinates (Å):
C (0.129, 1.370, 3.352)
C (1.366, 1.374, 2.572)
H (-0.754, 1.170, 2.918)
H (0.152, 0.860, 4.314)
H (0.012, 2.441, 3.604)
H (1.645, 0.285, 2.391)
H (2.319, 1.750, 3.028)
H (1.401, 2.046, 1.644)
C (1.459, -0.912, -3.078)
C (-1.647, -0.435, -0.129)
C (-0.994, -1.679, -0.197)
C (-1.430, 0.563, -1.165)
C (-0.036, -1.787, -1.181)
C (-0.495, 0.450, -2.189)
C (0.227, -0.790, -2.166)
O (-2.680, -0.161, 0.634)
H (-1.097, -2.504, 0.551)
H (-3.134, -1.121, 0.852)
H (-2.092, 1.536, -1.179)
H (0.492, -2.692, -1.252)
H (-0.223, 1.226, -2.997)
H (1.835, -1.885, -2.980)
H (2.269, -0.260, -3.112)
H (1.276, -0.847, -4.235)

Values from the calculation:
Spin multiplicity   2
Frontier orbital gap (alpha / beta)   0.351 / 0.221 Ha
Total charge   +1
⟨S²⟩   0.769
E_LUMO (alpha / beta)   -4.0 / -7.6 eV
Total energy   -11597.3744 eV